The following is a DFT calculation (ωB97M-V/def2-TZVPD) of a 19-piece molecular cluster, H37O19 overall at a distorted geometry.

XYZ file:
```
56
Properties=species:S:1:pos:R:3:lowdin_charge:R:1
O 2.254 1.702 3.155 -0.034
H -2.305 -2.036 -0.406 0.063
H -1.125 2.083 1.855 0.020
O 4.265 -0.324 -1.980 -0.016
H 1.030 -0.743 -2.318 -0.022
H 4.607 -1.181 -1.743 0.043
O -0.225 2.351 2.151 -0.092
H -0.988 4.269 1.596 0.002
H 1.275 -2.330 1.456 0.028
O -1.309 1.250 -3.919 -0.109
H -0.864 0.354 -3.930 0.032
H -1.628 1.648 -3.085 0.005
O 3.507 1.869 -0.216 -0.083
H -3.652 -0.793 0.887 -0.052
H 4.153 1.126 -0.276 0.036
O -2.876 2.534 1.175 -0.054
H -1.067 1.472 -0.815 0.113
H -2.852 2.928 0.297 0.031
O 1.831 -3.338 1.319 -0.219
H 1.091 0.853 -1.113 0.043
H 1.641 -4.011 1.984 0.005
O 1.665 0.728 -1.931 -0.106
H -0.645 -0.325 -0.932 -0.040
O -1.324 -3.356 1.737 -0.097
H -2.674 1.134 -1.094 -0.027
H -1.035 -3.272 0.833 -0.003
O -1.239 4.711 0.782 -0.067
H 0.301 -2.032 -2.624 -0.023
H -1.257 3.878 0.286 0.000
O 0.512 -1.222 1.587 -0.120
H 0.287 -0.488 0.901 -0.009
H 3.331 -1.473 2.993 0.079
O 0.501 -1.209 -2.993 -0.067
H -3.418 1.768 1.254 0.010
H -2.302 -0.455 -3.320 0.033
O -2.021 1.725 -1.282 -0.098
H -3.318 -1.652 -3.160 0.101
H 1.198 1.118 -2.691 0.084
O -0.140 0.161 -0.315 -0.301
H 0.402 1.850 1.546 0.061
H -1.909 -2.576 1.979 0.057
O 1.598 -2.939 -1.474 -0.099
H 1.032 -2.342 -0.841 0.076
H 2.050 -3.339 -0.723 0.006
O -2.677 -1.062 -2.598 -0.118
H 2.783 1.449 -0.699 -0.029
H 2.475 1.973 2.297 0.002
O -4.459 -0.398 1.203 -0.064
H 0.718 -0.628 2.457 0.147
H -4.452 -0.507 2.160 0.038
O -2.236 -1.362 0.277 -0.086
H -1.491 -0.738 0.050 0.018
H 3.365 -0.428 -2.124 -0.034
O 2.901 -0.554 3.022 -0.127
H 1.643 2.342 3.458 0.017
H 3.073 -0.159 3.904 0.044
```

Its charge is -1.

The following is a DFT calculation (ωB97M-V/def2-TZVPD) of the molecule C32H32ClN5O4 at a distorted geometry.

XYZ file:
```
74
Properties=species:S:1:pos:R:3:lowdin_charge:R:1
O -1.444 -1.669 -0.533 0.071
C -2.273 -0.784 -0.603 -0.402
N -1.997 0.541 -0.446 0.145
C -0.756 1.160 -0.259 -0.137
C 0.446 0.498 -0.450 0.046
C 1.652 1.188 -0.377 -0.179
C 2.925 0.469 -0.549 -0.163
N 3.127 -0.538 0.237 0.189
N 4.265 -1.221 0.195 -0.025
C 4.384 -2.343 1.109 -0.026
C 3.068 -3.114 1.268 -0.436
O 2.862 -4.091 0.574 0.061
N 2.216 -2.713 2.230 -0.048
C 2.308 -1.533 3.055 -0.156
C 1.066 -0.658 2.873 -0.171
C -0.198 -1.451 3.184 -0.196
C -0.240 -2.695 2.302 -0.166
C 1.033 -3.510 2.497 -0.135
C 5.345 -0.931 -0.621 -0.365
O 6.382 -1.563 -0.534 0.073
C 5.113 0.172 -1.555 -0.057
C 6.103 0.509 -2.480 0.001
C 5.886 1.525 -3.381 -0.062
C 4.671 2.210 -3.379 -0.062
C 3.687 1.893 -2.472 -0.014
C 3.898 0.878 -1.530 -0.084
C 1.639 2.555 -0.127 -0.033
C 0.444 3.211 0.109 -0.002
C -0.767 2.530 0.086 -0.168
N -2.016 3.132 0.324 -0.111
C -2.744 2.688 1.507 -0.142
C -2.370 3.530 2.732 -0.182
O -2.640 4.894 2.506 -0.127
C -1.886 5.376 1.415 -0.189
C -2.170 4.565 0.142 -0.136
C -3.711 -1.082 -0.877 -0.126
C -3.993 -2.243 -1.593 -0.003
C -5.295 -2.600 -1.882 -0.087
C -6.332 -1.794 -1.436 -0.671
Cl -7.965 -2.225 -1.790 0.684
C -6.073 -0.648 -0.698 -0.096
C -4.766 -0.294 -0.422 -0.022
H -2.751 1.201 -0.577 0.124
H 0.447 -0.552 -0.687 0.118
H 4.781 -2.009 2.072 0.128
H 5.110 -3.027 0.658 0.131
H 3.187 -0.948 2.795 0.103
H 2.386 -1.847 4.105 0.130
H 1.145 0.214 3.527 0.114
H 1.038 -0.315 1.839 0.080
H -1.081 -0.833 3.007 0.100
H -0.199 -1.744 4.238 0.110
H -1.103 -3.313 2.555 0.115
H -0.329 -2.403 1.256 0.090
H 1.053 -4.365 1.819 0.120
H 1.090 -3.871 3.532 0.130
H 7.024 -0.053 -2.465 0.121
H 6.649 1.788 -4.098 0.106
H 4.501 2.995 -4.102 0.106
H 2.742 2.415 -2.486 0.111
H 2.567 3.104 -0.074 0.122
H 0.469 4.267 0.326 0.101
H -2.528 1.639 1.712 0.120
H -3.816 2.815 1.313 0.127
H -2.967 3.239 3.598 0.129
H -1.302 3.387 2.962 0.132
H -2.184 6.417 1.275 0.128
H -0.817 5.341 1.669 0.114
H -1.529 4.897 -0.675 0.127
H -3.215 4.734 -0.143 0.129
H -3.169 -2.860 -1.916 0.123
H -5.509 -3.495 -2.445 0.108
H -6.892 -0.043 -0.341 0.106
H -4.585 0.585 0.179 0.101
```

The structure (SMILES) is O=C(Nc1cc(-c2nn(CC(=O)N3CCCCC3)c(=O)c3ccccc23)ccc1N1CCOCC1)c1ccc(Cl)cc1. Its charge is 0.

The following is a DFT calculation (ωB97M-V/def2-TZVPD) of C3MgNaO6 as an isolated structure at a distorted geometry.

XYZ file:
```
11
Properties=species:S:1:pos:R:3:mulliken_spin:R:1
O 0.079 -2.217 -0.140 -0.001
C 0.114 -0.984 0.113 -0.004
O -0.971 -0.352 0.406 -0.002
C -1.922 1.661 -0.644 0.000
O -1.525 1.612 -1.756 0.000
O -2.559 2.245 0.161 0.000
Na -2.188 -2.584 0.776 0.001
C 1.423 -0.251 0.157 0.030
O 2.478 -0.804 -0.287 -0.024
O 1.506 0.876 0.740 -0.039
Mg 3.565 0.797 0.474 1.039
```

As for the expectation value of S²: 0.751. Its charge is 0. The spin multiplicity is 2.

Taking the records one at a time from the top gives energy values of -1451.75888 -2273.60034 -928.24866 Eh.
Taking the records one at a time from the top gives energy above the lowest of the compared OMol25 structures with the same formula, charge and spin values of 90.2 4.0 9.4 kcal per mole.